Entry 1:
This record from the OMol25 dataset describes 11 unconnected molecules or ions with the total composition C32H50Cl20FN2O. The level of theory is the ωB97M-V functional and the def2-TZVPD basis.

```
! wB97M-V def2-TZVPD RIJCOSX def2/J DEFGRID3
* xyz 1 1
O 4.7300 0.7170 3.3352
C 5.1202 -0.0034 2.4891
F 5.4946 -1.2416 2.7584
C 5.1736 0.4643 1.0472
C 3.9165 1.2972 0.8186
C 4.0114 2.6352 0.4993
N 2.9062 3.3522 0.2678
C 1.6682 2.8250 0.2986
C 1.5333 1.4888 0.6146
C 0.1528 0.8878 0.5968
C -0.8951 1.6201 1.1261
C -2.1816 1.0925 1.0775
C -2.2893 -0.1592 0.4787
C -1.1509 -0.7993 0.0190
N 0.1011 -0.3308 0.0469
C 2.6570 0.7080 0.8898
H 6.0434 1.1031 0.8817
H 5.1317 -0.3689 0.3448
H 4.9537 3.1587 0.4163
H 2.9637 4.3391 0.0460
H 0.7892 3.4083 0.0805
H -0.7177 2.5902 1.5736
H -3.0630 1.6028 1.4388
H -3.2538 -0.6388 0.3732
H -1.2798 -1.7873 -0.4423
H 2.5292 -0.3387 1.1385
Cl 1.2457 1.3986 3.3403
C 1.9514 1.2783 4.9838
C 1.2313 0.2534 5.8126
Cl -0.4333 0.7505 6.2246
H 1.9242 2.2660 5.4386
H 2.9892 0.9860 4.8630
H 1.7598 0.1037 6.7524
H 1.1864 -0.6916 5.2797
Cl -1.8406 5.5370 1.9296
C -0.7642 5.9786 3.2824
C 0.5838 6.4437 2.7980
Cl 1.5097 5.1014 2.0629
H -0.6805 5.1161 3.9396
H -1.2522 6.7821 3.8312
H 1.1701 6.8180 3.6350
H 0.4957 7.2363 2.0596
Cl 2.3675 -2.4354 3.9774
C 3.2666 -3.8291 4.6368
C 2.9713 -4.0427 6.0985
Cl 3.6279 -2.7293 7.1092
H 4.3261 -3.6580 4.4628
H 2.9618 -4.7041 4.0654
H 3.4364 -4.9679 6.4341
H 1.9020 -4.1077 6.2839
Cl 8.2691 0.8303 -0.2950
C 8.8121 -0.7473 0.3468
C 8.8978 -1.7934 -0.7308
Cl 7.2855 -2.2449 -1.3520
H 8.1254 -1.0449 1.1370
H 9.7927 -0.5854 0.7910
H 9.3483 -2.6981 -0.3262
H 9.4994 -1.4545 -1.5703
Cl 12.0089 -0.6799 1.8827
C 12.4646 0.7752 2.8079
C 11.6296 0.9312 4.0518
Cl 9.9288 1.3143 3.6683
H 12.3676 1.6357 2.1509
H 13.5137 0.6657 3.0768
H 12.0148 1.7541 4.6513
H 11.6426 0.0284 4.6570
Cl -4.2897 -2.7209 -4.2044
C -3.3430 -4.1055 -3.5984
C -3.5177 -4.3109 -2.1156
Cl -2.7771 -2.9938 -1.1655
H -2.3008 -3.9387 -3.8593
H -3.6933 -4.9859 -4.1345
H -3.0275 -5.2343 -1.8118
H -4.5681 -4.3732 -1.8390
Cl -7.9519 -0.9661 -7.2585
C -6.4308 -1.8944 -7.2303
C -6.5638 -3.2303 -7.9128
Cl -7.6185 -4.3471 -7.0050
H -6.1245 -2.0070 -6.1941
H -5.6839 -1.2919 -7.7453
H -5.5864 -3.7051 -7.9834
H -6.9682 -3.1259 -8.9171
Cl -5.1290 -3.3161 1.7452
C -6.3171 -1.9930 1.6130
C -7.1733 -2.1146 0.3789
Cl -6.2412 -1.8407 -1.1166
H -5.7734 -1.0512 1.6290
H -6.9449 -2.0414 2.5013
H -7.9613 -1.3636 0.4039
H -7.6371 -3.0952 0.3098
Cl -9.5540 -4.8146 -12.3509
C -10.0816 -5.5921 -10.8364
C -8.9175 -6.0675 -10.0063
Cl -8.0585 -7.4320 -10.7669
H -10.7490 -6.4111 -11.0925
H -10.6477 -4.8480 -10.2781
H -9.2741 -6.4173 -9.0393
H -8.1985 -5.2710 -9.8373
Cl -3.1588 9.7115 1.1502
C -4.1236 8.2381 0.8717
C -5.2190 8.4532 -0.1413
Cl -6.4924 9.5383 0.4670
H -4.5246 7.9143 1.8291
H -3.4347 7.4761 0.5134
H -5.6955 7.5012 -0.3710
H -4.8293 8.8751 -1.0645
*
```

- Kohn-Sham gap: 0.2956 Eh
- HOMO level: -11.51 eV

=====

Entry 2:
This record from the OMol25 dataset describes 15 unconnected molecules or ions with the total composition C32H50N14O4P2. The level of theory is the ωB97M-V functional and the def2-TZVPD basis.

```
! wB97M-V def2-TZVPD RIJCOSX def2/J DEFGRID3
* xyz 0 1
O 3.9468 -0.9748 0.9603
P 3.7521 -0.2232 -0.3234
C 2.8696 1.3398 0.0151
C 3.0751 2.5392 -0.9878
O 1.8375 3.2147 -1.0778
C 1.1242 2.8537 0.0572
O 0.5651 3.5429 0.7691
C 1.3368 1.3312 0.1019
P 0.3985 0.4411 -1.2054
O -0.0015 -0.9184 -0.7151
H 3.1652 -0.9904 -1.3502
H 5.0471 0.1469 -0.7459
H 3.1763 1.7330 0.9850
H 3.4749 2.2020 -1.9411
H 3.8771 3.1225 -0.5353
H 0.9879 0.8809 1.0297
H -0.7857 1.1748 -1.4402
H 1.0914 0.3497 -2.4344
C -1.6865 -3.5883 -0.0339
C -2.8008 -4.2544 0.6375
N -3.6817 -4.7727 1.1331
H -0.8472 -4.2760 -0.1298
H -1.9928 -3.2623 -1.0243
H -1.3749 -2.7243 0.5398
C 1.3109 -2.1074 -4.4010
C 2.5836 -1.4419 -4.1040
N 3.5708 -0.9257 -3.8736
H 1.2837 -3.0822 -3.9185
H 0.4806 -1.5031 -4.0338
H 1.1993 -2.2250 -5.4758
C -1.5749 6.0032 1.4905
C -1.8807 7.3645 1.0429
N -2.1178 8.4206 0.6997
H -0.5290 5.7774 1.2982
H -1.7665 5.9135 2.5551
H -2.1953 5.2880 0.9534
C 4.5455 -1.3246 4.8844
C 4.2614 0.0666 4.5345
N 4.0409 1.1447 4.2665
H 5.5716 -1.5675 4.6172
H 4.4097 -1.4699 5.9543
H 3.8695 -1.9823 4.3418
C 1.1906 8.1540 4.0149
C 0.3082 7.0111 4.2601
N -0.3795 6.1290 4.4497
H 1.9427 8.2128 4.7989
H 1.6850 8.0373 3.0527
H 0.6080 9.0728 4.0073
C -6.1437 -5.5242 -1.3977
C -5.0586 -4.9383 -2.1856
N -4.2055 -4.4779 -2.7771
H -6.1639 -6.5989 -1.5438
H -5.9815 -5.3089 -0.3420
H -7.0967 -5.1068 -1.7094
C -3.2291 -1.0267 -2.7479
C -2.1721 -0.4790 -3.6012
N -1.3551 -0.0595 -4.2677
H -3.2382 -2.1138 -2.8241
H -3.0492 -0.7422 -1.7106
H -4.1948 -0.6394 -3.0672
C -4.4489 -1.0509 2.9260
C -3.5432 -1.0584 1.7739
N -2.8394 -1.0641 0.8828
H -5.3926 -1.5195 2.6595
H -3.9990 -1.6021 3.7490
H -4.6375 -0.0285 3.2397
C 0.5123 5.6206 -3.6797
C -0.3689 4.4666 -3.4920
N -1.0492 3.5705 -3.3465
H 1.2583 5.6429 -2.8875
H 1.0141 5.5483 -4.6424
H -0.0711 6.5386 -3.6484
C -4.9560 -0.3346 6.9410
C -5.8978 -0.4028 5.8206
N -6.6265 -0.4555 4.9525
H -4.1732 -1.0792 6.8104
H -4.5048 0.6546 6.9828
H -5.4804 -0.5280 7.8742
C 7.5241 -2.7719 -1.0491
C 7.2378 -1.3858 -1.4216
N 7.0158 -0.3103 -1.7075
H 8.5518 -3.0177 -1.3085
H 7.3837 -2.8994 0.0223
H 6.8506 -3.4414 -1.5799
C 7.0014 3.3442 5.4227
C 7.8766 2.3434 6.0376
N 8.5523 1.5662 6.5139
H 7.2894 3.4983 4.3850
H 5.9687 3.0005 5.4567
H 7.0835 4.2874 5.9592
C 1.8504 -0.2557 -8.0681
C 0.9400 -1.3765 -7.8233
N 0.2328 -2.2426 -7.6440
H 2.6527 -0.2645 -7.3316
H 2.2787 -0.3414 -9.0646
H 1.3053 0.6829 -7.9913
C -8.1861 -9.4738 -1.6528
C -8.4868 -8.0770 -1.9766
N -8.7197 -6.9955 -2.2273
H -7.1326 -9.6762 -1.8362
H -8.4094 -9.6648 -0.6053
H -8.7895 -10.1331 -2.2730
*
```

- Kohn-Sham gap: 0.3747 Eh
- HOMO level: -9.81 eV

=====

Entry 3:
This record from the OMol25 dataset describes 9 unconnected molecules or ions with the total composition C32H50NO27P. The level of theory is the ωB97M-V functional and the def2-TZVPD basis.

```
! wB97M-V def2-TZVPD RIJCOSX def2/J DEFGRID3
* xyz 0 1
C -1.5143 -0.4225 2.0370
N -2.7689 0.2151 2.4214
C -2.7986 1.5964 1.9101
C -3.9199 -0.5422 2.0977
O -4.9563 -0.2287 2.5809
C -3.8737 -1.7333 1.1777
P -3.5115 -1.2107 -0.6529
C -2.9986 -0.5955 -2.3882
C -1.4621 -0.5312 -2.4507
C -0.9410 0.8915 -2.6516
C 0.2399 1.2077 -1.7963
O 0.6918 0.4876 -0.9962
O 0.8269 2.4356 -1.9433
H -1.3810 -0.5697 0.9585
H -1.3487 -1.3780 2.5299
H -0.7103 0.2450 2.3470
H -2.2606 1.5916 0.9503
H -3.7926 1.9691 1.7089
H -2.2224 2.2457 2.5465
H -4.8439 -2.2147 1.1737
H -3.1557 -2.4969 1.4829
H -3.1232 0.0763 -0.1714
H -4.8682 -1.3657 -1.0388
H -2.6495 -2.3350 -0.8323
H -3.3999 -1.2315 -3.1768
H -3.4399 0.4001 -2.4994
H -1.0985 -1.2353 -3.2033
H -1.1068 -0.9198 -1.4893
H -1.7390 1.5879 -2.4037
H -0.6243 1.0497 -3.6824
H 0.9244 2.8123 -1.0613
O -2.9521 4.2211 3.4143
C -2.2264 4.2869 4.3540
O -2.4788 5.0067 5.4730
C -1.4998 4.6511 6.4534
C -0.3584 4.1440 5.6045
O -1.0339 3.6479 4.4458
H -1.2281 5.5128 7.0582
H -1.9159 3.8781 7.1019
H 0.3242 4.9400 5.3005
H 0.2115 3.3541 6.0875
O 1.3025 7.1363 -6.7780
C 0.9718 6.4853 -5.8420
O -0.1536 6.6996 -5.1122
C -0.3242 5.5868 -4.2267
C 1.0830 5.0533 -4.1038
O 1.6688 5.4253 -5.3547
H -0.7420 5.9079 -3.2763
H -1.0060 4.8694 -4.6859
H 1.6433 5.5314 -3.2967
H 1.1116 3.9763 -3.9651
O -2.0051 4.0648 -1.9696
C -2.8308 4.5135 -1.2366
O -3.6212 3.7696 -0.4281
C -4.3046 4.6739 0.4555
C -4.2881 5.9666 -0.3210
O -3.0987 5.8358 -1.1063
H -5.3119 4.3201 0.6634
H -3.7524 4.7427 1.3932
H -5.1445 6.0686 -0.9908
H -4.2349 6.8434 0.3197
O -1.6987 -2.9323 -4.0919
C -0.6485 -3.4896 -4.1317
O 0.2080 -3.4398 -5.1819
C 1.4468 -4.0257 -4.7676
C 1.0163 -4.9213 -3.6304
O -0.1438 -4.2503 -3.1297
H 1.9096 -4.5705 -5.5865
H 2.1228 -3.2316 -4.4438
H 0.7274 -5.9187 -3.9675
H 1.7737 -5.0146 -2.8557
O 6.0129 -1.5876 -5.7428
C 5.1951 -1.1825 -4.9850
O 4.5098 -1.9565 -4.1023
C 3.7950 -1.0850 -3.2210
C 3.6596 0.1729 -4.0425
O 4.8126 0.1193 -4.8849
H 2.8327 -1.5147 -2.9474
H 4.3820 -0.9323 -2.3195
H 2.7612 0.1650 -4.6653
H 3.6621 1.0704 -3.4281
O -4.5593 -4.5520 0.2020
C -5.1566 -5.1307 1.0481
O -4.5832 -5.9068 2.0044
C -5.5905 -6.2340 2.9643
C -6.8637 -6.0867 2.1652
O -6.5060 -5.1033 1.1930
H -5.4450 -7.2410 3.3485
H -5.5315 -5.5251 3.7925
H -7.1436 -7.0073 1.6491
H -7.7043 -5.7478 2.7661
O 6.2830 -2.0516 -0.8774
C 5.5147 -1.9370 0.0211
O 5.8564 -1.9073 1.3317
C 4.6962 -1.5264 2.0810
C 3.5687 -1.9278 1.1611
O 4.1684 -1.8152 -0.1336
H 4.6664 -2.0395 3.0368
H 4.7289 -0.4507 2.2592
H 3.2504 -2.9614 1.3126
H 2.7020 -1.2756 1.2434
O 5.6940 -1.1300 5.1502
C 6.6886 -1.7812 5.1149
O 7.5018 -1.8748 4.0362
C 8.6946 -2.5500 4.4410
C 8.2301 -3.3346 5.6451
O 7.1583 -2.5292 6.1444
H 9.0708 -3.1824 3.6406
H 9.4526 -1.8057 4.6920
H 7.8371 -4.3177 5.3786
H 9.0056 -3.4555 6.3976
*
```

- Kohn-Sham gap: 0.2870 Eh
- HOMO level: -7.68 eV
- SMILES string: CN(C)C(=O)C[PH3]CCCC(=O)O.O=C1OCCO1.O=C1OCCO1.O=C1OCCO1.O=C1OCCO1.O=C1OCCO1.O=C1OCCO1.O=C1OCCO1.O=C1OCCO1

=====

Entry 4:
This record from the OMol25 dataset describes a molecular structure, C32H50P2Sc. The level of theory is the ωB97M-V functional and the def2-TZVPD basis.

```
! wB97M-V def2-TZVPD RIJCOSX def2/J DEFGRID3
* xyz 1 1
Sc 0.3372 -1.8787 -1.1637
C 1.0573 -3.2110 0.5242
C 2.0134 -3.2985 -0.5639
C 2.1727 -1.1696 0.3659
C 1.2197 -1.9203 1.1271
C 2.7268 -2.0335 -0.6362
C 0.0356 -4.2255 0.9147
H -0.3829 -4.7533 0.0471
H -0.8002 -3.7491 1.4447
H 0.4951 -4.9598 1.5879
C 0.6324 -1.4803 2.4150
H 0.1101 -2.3240 2.8744
H -0.0611 -0.6426 2.2864
H 1.4404 -1.1557 3.0820
C 2.5782 0.2320 0.6903
H 3.1013 0.3200 1.6657
H 1.6831 0.8726 0.7663
H 3.2180 0.6477 -0.1014
C 3.8941 -1.7020 -1.5015
H 4.2859 -2.6192 -1.9571
H 4.6797 -1.2277 -0.8948
H 3.6372 -1.0008 -2.3101
C 2.2104 -4.5203 -1.3926
H 2.6780 -5.3216 -0.7897
H 2.8308 -4.3207 -2.2784
H 1.2479 -4.9187 -1.7661
C -1.6289 -0.9496 -1.6209
C -1.7608 -2.3419 -1.5622
C -1.7738 -3.2161 -2.7901
C -0.5306 -3.1289 -3.6907
C 0.6450 -2.2569 -3.2974
C 0.6127 -0.8691 -3.1394
C -0.5356 -0.0618 -3.7428
C -1.8176 -0.1738 -2.9164
H -2.7046 -3.0168 -3.3591
H -0.8287 -2.9121 -4.7258
H -1.8939 -4.2661 -2.4745
H -2.6573 -0.5813 -3.5003
H -1.5347 -0.2960 -0.7154
H -2.1710 -2.8107 -0.6566
H -2.1703 0.8310 -2.6435
H -0.2469 0.9937 -3.8476
H 1.5684 -0.3150 -2.9925
H -0.7412 -0.3537 -4.7858
H -0.1383 -4.1476 -3.8269
H 1.6536 -2.7059 -3.4117
P -3.1691 0.4226 1.9369
C -3.3963 0.1662 3.7161
H -4.4543 0.2978 3.9964
H -2.7880 0.8733 4.3018
H -3.0949 -0.8574 4.0081
C -4.3315 1.5923 1.2443
H -5.2558 1.7219 1.8229
H -4.5929 1.2970 0.2190
H -3.8091 2.5555 1.2130
C -3.4353 -1.1721 1.1884
H -3.1618 -1.1067 0.1305
H -4.4853 -1.4896 1.2592
H -2.7949 -1.9098 1.6884
P 1.1747 3.0155 -1.3200
C 2.5563 3.1722 -2.5109
H 2.4770 4.0964 -3.0905
H 2.5317 2.3209 -3.2073
H 3.5111 3.1613 -1.9739
C -0.2165 3.8107 -2.1956
H -0.3145 3.3921 -3.2102
H -0.0985 4.8993 -2.2627
H -1.1354 3.5914 -1.6292
C 1.6088 4.1105 0.0651
H 1.5375 5.1710 -0.2071
H 2.6390 3.8851 0.3883
H 0.9078 3.9039 0.8914
C -1.5592 1.0151 1.5214
C -0.6498 1.7398 1.9752
C -0.0295 2.6196 2.9114
C 1.0980 2.2345 3.6685
C 1.5669 3.0864 4.6710
C 0.8868 4.2825 4.9704
C -0.2488 4.6408 4.2349
C -0.7171 3.8129 3.2269
H 1.5736 1.2610 3.4756
H 2.4638 2.8135 5.2256
H 1.2299 4.9070 5.7985
H -0.7789 5.5679 4.4418
H -1.6320 4.0371 2.6801
*
```

- Kohn-Sham gap (alpha / beta): 0.1627 / 0.1620 Eh
- HOMO level (alpha / beta): -8.13 / -8.11 eV

=====

Computed energy (a.u.) in order:
-10737.6268; -2999.4587; -3676.9229; -2692.3596